DFT (ωB97M-V with the def2-TZVPD basis set) results for C9H9AsCdClNO3S4 as an isolated structure.

Results
E_tot, eV: -138384.282
Molecular weight, g mol⁻¹: 530.23
Total charge: -2
Highest occupied orbital energy, eV: -1.026
Frontier orbital gap, Eh: 0.1716

The geometry in XYZ format:
```
29
Properties=species:S:1:pos:R:3:forces:R:3
Cd 0.050711 0.225795 0.834956 -0.2 -0.2 -0.2
S 3.302633 1.832924 2.321107 -0.1 -0.1 -0.1
As 2.703479 -0.243181 2.213662 0.4 0.0 0.2
S 2.214489 -0.720707 0.083822 0.1 0.0 0.1
S 0.698175 -0.429190 3.168752 0.1 0.1 0.0
S 4.165664 -1.543958 3.038227 -0.2 0.0 -0.1
C -1.033493 4.283233 -0.320440 0.0 0.2 0.0
C 0.058607 3.278329 -0.048941 0.0 -0.7 0.2
N 0.917060 3.550984 0.940987 -0.1 -0.2 -0.3
O 0.089311 2.214192 -0.683327 -0.1 0.5 0.1
H -0.785612 5.288692 0.036423 0.0 -0.1 -0.1
H -1.937841 3.928849 0.186578 0.2 0.0 -0.1
H -1.228205 4.303365 -1.393001 0.0 0.0 0.1
H 0.755696 4.340819 1.532127 0.0 0.2 0.1
H 1.612224 2.846128 1.266849 0.1 0.1 0.0
Cl -8.695770 0.636726 1.042178 0.2 0.0 0.0
C -6.936266 0.569970 0.966363 0.1 0.0 0.0
C -6.326541 -0.147419 -0.050709 0.0 0.0 -0.1
C -4.936181 -0.195870 -0.101851 -0.1 -0.2 -0.1
C -4.166039 0.477799 0.836658 0.0 0.0 0.0
C -4.797393 1.191770 1.846375 -0.2 0.2 0.1
C -6.187990 1.232636 1.927321 0.1 0.1 0.0
C -2.657024 0.441602 0.759949 0.6 0.0 -0.1
O -2.023236 1.394225 1.293211 -0.5 -0.6 -0.3
O -2.123220 -0.538706 0.162811 -0.3 0.7 0.4
H -6.935121 -0.662802 -0.787621 0.1 0.1 0.1
H -4.426912 -0.773027 -0.870203 -0.1 0.1 0.1
H -4.179820 1.728266 2.562179 -0.1 -0.1 -0.1
H -6.689286 1.782556 2.716857 0.1 -0.1 -0.1
```
Forces are in eV/Å.


DFT (ωB97M-V with the def2-TZVPD basis set) results for C4H5O2Sm as an isolated structure at a distorted geometry.

Results
2S+1: 7
E_tot, eV: -26216.635
Molecular weight, g mol⁻¹: 235.44
Total charge: +1
Highest occupied orbital energy (spin up / spin down), eV: -12.052 / -12.152
Frontier orbital gap (spin up / spin down), Eh: 0.2502 / 0.2577

The geometry in XYZ format:
```
12
Properties=species:S:1:pos:R:3:forces:R:3
H 3.343063 -1.297320 0.122268 0.0 0.0 -0.1
O 2.440845 -1.506136 0.379996 -0.2 -0.1 0.1
C 1.555208 -0.703773 -0.373046 0.1 0.4 -0.4
C 0.169527 -1.032038 -0.023020 -1.3 -0.8 0.4
C -0.945189 -1.413239 0.273228 1.1 0.5 0.1
H 1.693700 -0.862920 -1.456078 -0.1 0.0 0.3
H 1.719483 0.369148 -0.173442 0.0 -0.2 -0.1
H -1.881802 -1.762183 0.671881 0.4 0.1 -0.4
C -1.846095 1.712003 -0.212270 -0.5 1.2 0.1
O -1.334971 2.541302 0.594182 -0.9 -0.6 -0.4
Sm -3.588506 2.361840 1.386996 1.1 -0.3 -0.4
H -1.325261 1.593315 -1.190690 0.2 -0.3 0.6
```
Forces are in eV/Å.


DFT (ωB97M-V with the def2-TZVPD basis set) results for C38H45As3Cl2CrF2NO10Si2 as an isolated structure.

Results
2S+1: 2
E_tot, eV: -319274.477
Molecular weight, g mol⁻¹: 1117.61
Total charge: 0
Highest occupied orbital energy (spin up / spin down), eV: -7.519 / -7.502
Frontier orbital gap (spin up / spin down), Eh: 0.2584 / 0.2577

The geometry in XYZ format:
```
104
Properties=species:S:1:pos:R:3:forces:R:3
Cr -1.116834 -0.308728 -2.093574 -0.5 0.1 0.7
Cl -5.470960 5.630864 -2.029663 0.1 0.0 0.0
C -4.227458 4.418102 -1.938011 0.1 0.1 0.0
C -2.925759 4.791887 -1.579668 0.0 0.1 0.0
C -1.932684 3.852715 -1.471237 0.0 0.2 0.1
Cl -0.319656 4.390034 -1.103114 -0.1 -0.1 0.0
C -2.177217 2.464422 -1.664190 -0.3 0.2 0.1
O -1.287614 1.591817 -1.393032 0.6 -0.6 -0.5
C -3.473117 2.149320 -2.154946 -0.2 -0.2 -0.1
C -3.762095 0.857359 -2.717961 0.1 0.0 0.0
O -2.951694 -0.039025 -2.961351 -0.2 0.1 0.1
C -4.491066 3.115126 -2.247763 0.0 0.0 0.0
H -2.694452 5.832877 -1.395660 0.0 0.0 0.0
H -4.805076 0.685439 -3.020637 0.0 0.0 0.0
H -5.475344 2.820072 -2.592636 0.0 0.0 0.0
F -2.283713 -5.239608 -3.849384 0.0 0.0 0.0
C -1.701841 -4.049441 -4.094389 0.0 0.0 0.0
C -1.654390 -3.107753 -3.091859 0.0 0.0 0.1
C -1.042335 -1.881592 -3.332449 -0.1 0.1 0.0
C -0.528673 -1.617796 -4.615583 0.1 0.0 0.0
C -0.593644 -2.614041 -5.586424 0.0 0.0 0.0
F -0.083561 -2.400042 -6.821892 0.0 0.0 0.0
C -1.168584 -3.840886 -5.355690 0.0 0.0 0.0
C 0.004857 -0.270011 -4.797041 0.0 0.0 0.1
C 0.563536 0.256634 -5.962609 0.0 0.0 0.0
C 1.049388 1.547642 -5.962129 0.0 0.0 0.0
C 0.991948 2.302376 -4.799136 0.0 0.0 0.0
C 0.423023 1.733967 -3.683243 -0.1 -0.1 0.0
N -0.080362 0.489618 -3.675726 0.3 0.1 -0.4
H -2.095757 -3.336287 -2.128275 0.0 0.0 0.0
H -1.207024 -4.596860 -6.126570 0.0 0.0 0.0
H 0.606997 -0.348294 -6.852908 0.0 0.0 0.0
H 1.478448 1.962223 -6.866209 0.0 0.0 0.0
H 1.378974 3.310542 -4.747967 0.0 0.0 0.0
H 0.353814 2.273370 -2.751660 0.0 0.0 0.1
C 3.018066 -0.870766 3.323205 0.0 0.0 0.0
O 2.206475 -0.527413 2.189942 -0.1 0.3 0.1
C 0.898028 -0.825295 2.301692 -0.1 0.0 -0.3
O 0.484526 -1.550376 3.168144 -0.1 -0.1 0.0
C 0.049942 -0.178176 1.218149 0.0 0.1 0.3
C -1.449479 -0.358231 1.503078 0.1 0.1 -0.2
As -2.077814 0.353110 3.236535 0.1 0.0 -0.1
C -2.190463 -1.263992 4.346820 0.0 0.0 0.1
C -0.450699 1.140740 3.990486 -0.1 0.0 0.2
C 0.429904 1.844573 3.272818 0.0 0.2 0.1
As 0.222444 1.873100 1.330535 -0.1 -0.2 -0.2
C 2.069576 2.220086 0.775247 0.0 -0.1 0.1
C 1.349612 2.786800 3.972282 0.0 -0.1 -0.1
O 1.740304 2.684459 5.107277 0.0 0.0 0.1
O 1.677795 3.823073 3.178781 0.0 0.0 0.0
C 2.516283 4.813859 3.785011 0.0 0.0 -0.1
C -0.439897 1.143140 5.496991 0.0 0.1 -0.2
O 0.042077 0.275128 6.169024 0.0 -0.1 0.0
O -1.119860 2.202693 5.969434 0.0 -0.1 0.0
C -1.159662 2.355730 7.396848 0.0 0.0 0.0
C -2.326663 -0.733538 0.525418 0.4 0.0 0.1
O -1.961488 -1.178290 -0.658938 -0.2 -0.1 -0.4
O -3.679928 -0.797279 0.533441 -0.3 0.0 0.2
C -4.520414 -0.382106 1.599501 0.1 -0.1 -0.1
H 3.430283 -1.872016 3.200399 0.0 0.0 0.0
H 2.434436 -0.827069 4.238818 0.0 0.0 0.0
H 3.822896 -0.139597 3.349051 0.0 0.0 0.0
H -2.496550 -2.094760 3.713091 0.0 0.0 0.0
H -2.943817 -1.098826 5.117062 0.0 0.0 0.0
H -1.232480 -1.492553 4.801302 0.0 0.0 0.0
H 2.788585 1.970585 1.550833 0.0 0.0 0.0
H 2.150479 3.274197 0.519114 0.0 0.0 0.0
H 2.272247 1.628564 -0.112385 0.0 0.0 0.0
H 2.815046 5.477720 2.979681 0.0 0.0 0.0
H 3.385680 4.354246 4.248241 0.0 0.0 0.0
H 1.961939 5.364799 4.542416 0.0 0.0 0.0
H -0.601246 3.253463 7.650788 0.0 0.0 0.0
H -0.723821 1.492983 7.889359 0.0 0.0 0.0
H -2.201165 2.471361 7.685677 0.0 0.0 0.0
H -5.531054 -0.622414 1.277458 0.0 0.0 0.0
H -4.443640 0.685896 1.781351 0.0 0.1 0.0
H -4.315087 -0.931756 2.517409 0.0 0.0 0.1
C 0.823434 -4.424368 -1.397017 0.0 0.0 -0.2
Si 0.633529 -3.287584 0.082361 0.0 -0.1 -0.1
C 2.064826 -3.631376 1.232805 0.2 0.1 0.2
C -0.929359 -3.706051 0.983484 -0.3 0.1 0.1
As 0.689544 -0.957226 -0.550333 0.3 -0.1 0.6
Si 3.009033 -0.769689 -1.065508 0.0 0.1 -0.3
C 4.321674 -0.534842 0.215135 0.2 0.0 0.3
C 3.335731 -2.338642 -2.017066 -0.1 -0.2 -0.1
C 3.182878 0.580308 -2.343932 0.0 0.2 -0.1
H 1.704474 -5.057246 -1.257843 -0.1 0.0 0.0
H 0.927063 -3.903459 -2.345179 0.0 0.0 -0.1
H -0.053815 -5.071814 -1.474267 0.0 0.0 0.0
H 2.207498 -4.716118 1.267361 0.0 0.0 0.0
H 3.002614 -3.177531 0.906593 0.0 -0.1 0.0
H 1.844064 -3.286923 2.244094 0.0 -0.1 0.0
H -0.889366 -4.771933 1.233008 0.0 0.0 0.0
H -1.813361 -3.520855 0.370186 0.0 0.0 0.0
H -1.015932 -3.130823 1.906522 0.0 0.0 0.0
H 4.368265 -1.363885 0.923964 0.0 0.1 -0.1
H 4.190089 0.389439 0.776761 0.1 -0.1 0.0
H 5.272958 -0.485989 -0.325117 0.0 0.0 0.0
H 3.332473 -3.242690 -1.407865 0.0 0.0 0.0
H 4.312022 -2.256230 -2.505606 0.0 0.0 0.0
H 2.580673 -2.455531 -2.799449 0.1 0.0 0.0
H 2.738090 1.533194 -2.052007 0.1 0.0 -0.1
H 2.713183 0.262953 -3.279377 0.0 0.0 0.0
H 4.246234 0.753021 -2.538506 0.0 0.0 0.0
```
Forces are in eV/Å.


DFT (ωB97M-V with the def2-TZVPD basis set) results for C19H9Cl5IrNS6 as an isolated structure at a distorted geometry.

Results
E_tot, eV: -151800.221
Molecular weight, g mol⁻¹: 813.17
Total charge: 0
Highest occupied orbital energy (spin up / spin down), eV: -7.720 / -7.804
Frontier orbital gap (spin up / spin down), Eh: 0.2126 / 0.2151

The geometry in XYZ format:
```
41
Properties=species:S:1:pos:R:3:forces:R:3
Ir -0.433371 0.772469 0.373380 -0.5 -1.1 -0.1
Cl -0.378279 2.902572 1.696293 0.7 0.4 0.1
C -1.915877 2.222817 2.095173 -1.4 -0.4 0.4
C -2.180160 1.007531 1.457222 1.2 0.0 1.0
C -3.436650 0.458467 1.718069 0.3 0.2 -0.1
Cl -3.906603 -1.013778 0.979302 0.0 -0.3 -0.2
C -4.351681 1.091350 2.566382 0.1 0.1 0.0
Cl -5.892130 0.393419 2.857434 -0.1 -0.1 0.0
C -4.025844 2.290743 3.196045 0.1 -0.1 -0.1
Cl -5.146735 3.048535 4.248652 0.0 0.1 0.1
C -2.777773 2.869343 2.960591 -0.2 0.1 0.0
Cl -2.340911 4.345642 3.718048 0.1 0.1 0.0
S -0.303387 -2.328804 -2.848277 0.0 0.3 0.4
C -1.005813 -3.073169 -1.471730 0.1 0.2 -0.3
C -1.165287 -2.221740 -0.421322 -0.1 -0.2 0.1
C -0.709512 -0.912135 -0.692606 0.8 0.7 -0.4
C -0.189324 -0.829641 -1.981581 -0.6 -0.8 0.4
C 0.464671 0.358907 -2.419017 0.2 0.4 -0.1
C 0.943933 0.611783 -3.708412 -0.2 0.1 0.3
C 1.585797 1.802602 -3.964188 0.0 0.1 0.4
C 1.780430 2.705777 -2.918153 0.0 0.0 -0.1
C 1.279612 2.397597 -1.671284 0.2 0.3 -0.1
N 0.620183 1.268724 -1.418460 0.6 -0.4 -0.3
H -1.264684 -4.112562 -1.519403 -0.1 -0.2 0.0
H -1.577092 -2.535762 0.521197 -0.1 0.0 0.1
H 0.790650 -0.122258 -4.481241 0.0 -0.1 -0.1
H 1.939074 2.045599 -4.954271 0.1 -0.1 -0.1
H 2.320272 3.625806 -3.072331 0.0 0.1 0.0
H 1.419816 3.074113 -0.834962 -0.1 -0.1 0.0
C 4.045139 -0.058547 0.483254 -0.3 -0.3 -0.2
S 2.987281 -0.919626 -0.722627 0.3 0.0 0.0
C 2.182828 -2.088561 0.302724 0.0 0.2 0.1
C 1.440913 -1.818509 1.411881 0.5 -0.2 -0.3
S 1.101712 -0.257056 2.052534 -1.6 1.2 -0.9
S 0.834478 -3.198654 2.293926 -0.4 -0.4 -1.6
C 1.110874 -4.348591 0.966539 2.4 -2.0 1.9
S 1.075879 -6.015435 1.299305 -0.8 1.7 -0.8
S 2.331571 -3.752953 -0.191465 -1.6 0.3 0.6
H 4.670566 0.617191 -0.090945 0.1 0.1 -0.1
H 4.658397 -0.786870 1.003836 0.1 0.0 0.0
H 3.417036 0.483660 1.180488 0.1 0.1 0.0
```
Forces are in eV/Å.


Question: Among the records above, which one has the lowest E_tot?
Answer: C38H45As3Cl2CrF2NO10Si2


Question: The lowest molecular weight belongs to which entry?
Answer: C4H5O2Sm


Question: What is the formula in the first record?
Answer: C9H9AsCdClNO3S4